Entry 1:
{
  "formula": "C12H19N5O3S",
  "method": "ωB97M-V/def2-TZVPD",
  "molar_mass_g_mol": 313.4,
  "max_force_ev_per_a": 3.6,
  "de_lowest_kcal_mol": 57.4,
  "homo_ev": -7.2779,
  "e_tot_ha": -1366.32197,
  "elements": ["H", "H", "H", "C", "S", "H", "H", "H", "O", "N", "H", "C", "N", "N", "H", "H", "C", "C", "C", "H", "H", "C", "H", "C", "N", "H", "H", "H", "H", "C", "O", "N", "C", "C", "H", "O", "H", "C", "C", "H"],
  "positions_angstrom": [[-1.268696, 5.477502, 0.313202], [0.107153, -1.290259, 2.185615], [0.980521, 2.115638, 4.490212], [1.594955, -2.210822, 0.090365], [-0.042573, -2.642147, 0.818733], [-0.429947, 2.728919, 2.350284], [2.000101, -1.408864, 0.868647], [-0.499184, -0.949997, -1.573781], [-2.641121, 3.427366, -1.347795], [0.066567, -0.376818, 2.663977], [-1.641472, 0.850434, -1.185220], [-1.571316, 0.676943, 0.926619], [0.535994, -3.718725, -2.014735], [-0.855618, 2.702253, -0.301322], [-1.863005, -0.365705, 0.924688], [-1.618929, 5.858413, -1.378883], [-0.934515, 1.243219, -0.395457], [0.110033, -4.879454, -2.762577], [-0.533520, 0.675789, 2.043184], [0.382491, -3.647939, -1.020910], [2.168414, -3.133641, 0.198587], [0.460730, 0.516020, -0.518129], [0.005178, 3.049143, 0.145482], [-1.593469, 3.690782, -0.825124], [0.421926, -0.643553, -1.201958], [0.991274, -5.311423, -3.140810], [-2.391091, 1.400592, 1.284534], [-0.053096, 5.261133, -0.929597], [1.454969, -0.422295, 4.262159], [-1.099404, 5.135570, -0.676468], [1.483491, 0.940902, -0.006967], [0.605096, 1.437451, 3.777394], [1.457845, -1.607490, -1.310540], [0.779671, 0.128536, 3.674938], [-0.243113, -5.610372, -1.994265], [1.189167, -2.198254, -3.557574], [2.311867, -1.239130, -1.725595], [1.047172, -2.558465, -2.413180], [-0.292678, 1.776326, 2.826305], [-0.581857, -4.877580, -3.564054]],
  "forces_ev_per_a": [[-0.11, 0.32, 1.04], [-0.04, -1.98, -0.62], [-0.40, -1.53, -1.13], [0.45, 1.11, 2.56], [-0.22, -0.46, 0.33], [-0.24, 0.67, 0.98], [-0.24, -1.55, -2.04], [1.14, 0.51, 0.58], [-1.47, 0.09, -0.92], [0.78, 2.65, 1.03], [0.93, 1.18, 0.41], [0.64, 1.08, 1.38], [-0.50, 0.47, 0.32], [3.35, -0.38, 1.31], [-0.59, -0.10, -0.85], [0.17, -1.30, 0.83], [-1.32, -1.37, 0.09], [0.59, -1.07, 2.26], [-1.78, 1.37, 1.17], [-0.69, -1.00, 0.39], [0.44, 0.42, -0.45], [-0.21, 0.04, -1.04], [-0.33, -0.73, -0.49], [-0.78, 0.39, -0.54], [-2.61, 1.57, -1.32], [1.18, -0.78, -0.81], [0.99, -1.38, -0.80], [0.37, -0.27, 0.22], [0.47, -0.63, 0.68], [-0.21, 0.33, -1.72], [-0.14, 0.58, 0.38], [0.33, 1.07, 1.20], [-1.65, -1.77, 2.05], [0.24, -0.92, -0.21], [0.04, 0.59, -0.64], [0.19, 0.22, -1.29], [2.61, 1.60, -0.53], [-0.30, -0.54, -0.59], [-0.11, 0.39, -2.61], [-0.96, 1.09, -0.59]]
}

Entry 2:
{
  "formula": "C12H19N5O4",
  "method": "ωB97M-V/def2-TZVPD",
  "molar_mass_g_mol": 297.3,
  "max_force_ev_per_a": 4.1,
  "de_lowest_kcal_mol": 44.7,
  "homo_ev": -9.0086,
  "e_tot_ha": -1043.40082,
  "elements": ["C", "O", "H", "H", "C", "C", "H", "N", "C", "N", "C", "H", "H", "H", "N", "H", "H", "O", "N", "C", "H", "C", "N", "C", "C", "H", "H", "H", "H", "H", "H", "H", "H", "C", "C", "C", "H", "O", "H", "O"],
  "positions_angstrom": [[-1.746443, 1.499127, 2.324811], [0.597328, -0.063538, -3.242727], [0.923304, 2.053591, -1.877241], [4.648639, -0.688068, -0.331919], [0.560586, -0.939661, 1.699018], [-0.111973, 1.903428, -2.235724], [0.486191, -2.004053, 1.947477], [0.345384, 2.142572, 2.205750], [-0.435112, 1.168635, 2.626444], [-1.200667, -0.121039, -1.896325], [2.054090, -0.527079, 1.334483], [-4.291418, -2.320580, -1.391460], [-0.968258, -0.765958, 3.266190], [-0.860585, 0.162176, 0.455897], [-1.661422, 2.641596, 1.542195], [-0.018776, 3.785370, 0.932068], [1.328993, 2.097491, 2.449566], [2.757220, -0.293303, 2.324205], [-0.342268, -0.798093, 0.579221], [-2.373681, -2.348290, -2.035653], [-0.958766, 2.256082, -1.507462], [-0.052521, -0.234608, 2.951639], [2.534442, -0.380849, 0.083449], [-0.453780, -1.849215, -0.285381], [-0.418163, 3.059847, 1.586877], [-0.390866, -1.957501, -2.319073], [-2.372500, -3.390974, -1.792678], [0.682860, -0.335182, 3.749804], [-0.161547, 2.476337, -3.156015], [3.807903, 0.480280, -1.321928], [-1.890968, 0.455685, -1.454295], [4.234787, 0.963774, 0.171617], [-2.565082, 0.839318, 2.459092], [-1.137274, -1.559368, -1.627050], [3.883100, 0.100016, -0.373858], [-0.237101, 0.460899, -2.569723], [1.891860, -0.787887, -0.627773], [-0.195135, -3.071531, -0.003960], [-2.387077, -2.316861, -3.151720], [-3.505319, -1.792593, -1.487831]],
  "forces_ev_per_a": [[2.82, 0.87, -1.36], [1.38, -1.67, -1.31], [-0.69, 0.02, 0.31], [-0.36, 0.20, 0.06], [-0.56, -0.26, -0.41], [-1.13, 1.65, 0.68], [0.78, 0.04, -0.15], [2.31, 0.08, 0.47], [-2.83, -2.48, 1.23], [-1.95, -2.69, 0.76], [0.81, 0.59, 2.58], [0.12, -0.69, -0.26], [0.48, 0.12, -0.32], [1.55, -2.69, 0.02], [-1.21, 0.76, 0.64], [0.34, 0.98, -0.09], [-0.03, 0.52, -0.51], [-0.28, 0.11, -0.58], [-0.43, 1.38, -0.77], [-0.02, -0.32, -1.14], [1.90, -0.34, -1.19], [1.19, 0.10, 0.14], [-1.37, -0.61, -1.61], [-1.95, -3.09, 1.03], [-1.10, -0.85, -0.84], [0.15, 0.25, -0.13], [0.92, -0.69, 0.40], [0.00, 0.08, 0.05], [-0.16, 0.24, -0.11], [-0.54, 0.38, -2.63], [-0.19, -0.12, 0.16], [-0.16, -0.07, 0.85], [-0.87, 0.03, -0.06], [0.84, -0.11, -0.48], [-0.54, -1.33, 2.63], [0.71, 2.39, 0.80], [1.07, 0.77, 0.44], [0.01, 4.06, -0.74], [-0.14, 0.22, 0.52], [-0.90, 2.18, 0.91]]
}

Entry 3:
{
  "formula": "C12H19NO2S",
  "method": "ωB97M-V/def2-TZVPD",
  "molar_mass_g_mol": 241.4,
  "max_force_ev_per_a": 2.0,
  "de_lowest_kcal_mol": 22.1,
  "homo_ev": -8.2891,
  "e_tot_ha": -1072.04443,
  "elements": ["H", "H", "H", "C", "H", "H", "H", "H", "C", "H", "C", "C", "H", "C", "O", "S", "H", "H", "C", "H", "H", "O", "H", "C", "N", "C", "C", "C", "H", "C", "H", "H", "C", "H", "H"],
  "positions_angstrom": [[2.453160, -0.855575, 6.273013], [1.026205, 3.965483, -0.207595], [1.903191, 1.752986, -0.125995], [-1.361817, 0.453895, 1.512829], [2.965982, -2.175979, 3.609656], [2.398444, -1.366639, 1.328775], [-0.039847, -3.909492, 1.708221], [-3.339031, 0.860334, 2.168208], [-0.338336, -1.805229, 1.854515], [-2.558903, -0.437406, 3.092079], [0.899396, 0.047088, 0.695503], [-2.667375, -0.000089, 2.093200], [0.868265, -0.472190, 5.503027], [0.992652, 1.389240, 0.348207], [2.571529, -3.555455, 5.720560], [1.512578, -2.730141, 5.177459], [2.925879, -0.235652, 0.064697], [1.589974, -2.848725, 2.981634], [0.198544, -2.923551, 1.293166], [-2.069785, 2.465879, 1.296607], [-0.069020, 4.354189, 1.133664], [0.171719, -3.243751, 5.011300], [-1.014207, -1.959112, 2.709541], [-1.228271, 1.787308, 1.148256], [1.943730, -2.149168, 3.649288], [1.434444, -1.202632, 6.088253], [-0.261790, -0.436006, 1.351172], [-0.051709, 2.282710, 0.580198], [-0.728338, 4.054675, -0.474483], [0.050776, 3.735476, 0.233449], [-3.148675, -0.742382, 1.447425], [0.918937, -1.419747, 7.028080], [2.078458, -0.830054, 0.428635], [0.861637, -2.899920, 0.433692], [1.849455, -1.550762, -0.362926]],
  "forces_ev_per_a": [[-0.16, -0.04, -0.01], [-0.17, 0.01, 0.06], [-0.11, -0.07, 0.09], [0.73, -0.22, 0.24], [-0.17, 0.10, -0.02], [-0.11, 0.02, -0.27], [0.12, 0.41, -0.05], [0.02, -0.20, 0.06], [-0.57, -1.70, -0.80], [-0.02, 0.03, -0.15], [-0.43, 0.03, 0.62], [-0.26, 0.02, 0.05], [0.11, -0.24, 0.10], [-0.36, 0.38, -0.08], [-0.72, 0.52, -0.16], [-0.03, 0.05, -0.63], [-0.19, -0.05, 0.15], [0.00, 0.52, 0.22], [-0.74, 0.71, 0.57], [0.16, -0.15, -0.01], [0.06, -0.11, -0.19], [0.62, 0.11, 0.26], [0.41, 0.03, -0.33], [0.21, -0.04, -0.24], [0.64, -0.85, 0.86], [-0.06, -0.08, 0.04], [0.34, 0.97, -0.51], [-0.20, -0.43, 0.04], [0.19, -0.18, 0.16], [0.10, 0.44, -0.06], [0.07, 0.01, 0.14], [0.16, 0.01, -0.13], [0.56, 0.03, -0.36], [-0.40, -0.12, 0.21], [0.19, 0.09, 0.15]]
}

Entry 4:
{
  "formula": "C12H19NO4P",
  "method": "ωB97M-V/def2-TZVPD",
  "molar_mass_g_mol": 272.3,
  "max_force_ev_per_a": 6.0,
  "homo_ev": -2.9395,
  "total_charge": -1,
  "e_tot_ha": -1165.62925,
  "elements": ["H", "O", "H", "H", "C", "C", "C", "C", "P", "H", "H", "H", "H", "C", "H", "N", "H", "C", "H", "C", "H", "C", "H", "C", "C", "H", "H", "H", "O", "C", "O", "O", "H", "H", "H", "H", "C"],
  "positions_angstrom": [[3.949994, 1.279757, 0.705988], [-3.785771, -0.017134, -1.781960], [4.651153, 0.362373, 3.302671], [6.244660, -0.033634, 2.453579], [-3.480616, 0.530609, -2.810566], [-5.608057, 0.199453, -3.744714], [-0.669934, -0.440256, 1.792705], [5.276516, 0.582722, 2.378510], [4.204290, -2.283547, 2.201336], [1.330617, -1.540554, -0.610177], [-7.495768, 0.756949, -2.854310], [-0.411141, 1.424260, -2.345375], [-5.590551, -0.824723, -3.362070], [4.527920, 0.323152, 0.984217], [-1.242810, 0.052770, -1.599795], [-0.416982, -0.999573, 0.518354], [5.345068, 0.203678, 0.180354], [0.989898, -1.096288, 0.392676], [-0.160057, 0.497477, 3.822912], [2.111903, -0.725164, 1.333355], [-1.789682, -0.343505, 2.032937], [-6.461622, 1.107077, -2.878919], [5.633489, 1.681045, 2.392062], [-1.375112, 1.064716, -1.984346], [3.632301, -1.006782, 0.914552], [2.519332, 0.240644, 3.467714], [-6.030086, 0.159748, -4.751860], [3.441481, -3.477981, 1.881950], [-4.278432, 0.710795, -3.879149], [0.261669, 0.043087, 2.869404], [-2.293757, 1.091916, -3.082069], [5.724262, -2.552181, 2.165111], [-1.720821, 1.734347, -1.193987], [-6.087817, 1.142093, -1.853566], [-6.440940, 2.131309, -3.260063], [3.720400, -1.899958, 3.520761], [1.775004, -0.078699, 2.681779]],
  "forces_ev_per_a": [[0.51, -1.57, 0.38], [-0.05, 0.09, -0.36], [0.71, 0.39, -1.20], [-1.66, 0.66, -0.11], [0.33, 0.27, 0.08], [-0.48, -0.07, 0.10], [-0.17, 0.46, 0.84], [1.11, 0.71, -0.43], [1.64, 1.26, -2.76], [-0.34, 0.72, 1.70], [0.05, 0.01, -0.06], [-0.23, 0.01, -0.21], [0.14, 0.16, 0.10], [0.50, -0.43, 0.17], [-0.17, 0.16, 0.09], [4.10, 1.58, 4.10], [-1.10, 0.32, 1.20], [0.26, -0.05, 0.05], [0.41, -0.74, -1.48], [-0.42, 0.74, 1.20], [1.78, -0.08, -0.37], [0.11, 0.16, 0.26], [-0.65, -1.45, 0.26], [0.48, -0.09, 0.35], [-1.33, -0.02, 2.07], [-0.99, -0.45, -1.24], [0.31, 0.09, -0.01], [0.13, 0.70, 0.50], [0.17, -0.15, -0.01], [1.75, -0.95, -2.06], [-0.59, -0.19, -0.14], [-2.27, 0.12, 0.56], [-0.03, -0.20, 0.01], [-0.02, -0.14, -0.09], [-0.07, -0.11, -0.11], [0.16, -0.48, -0.28], [-4.06, -1.44, -3.13]]
}

Entry 5:
{
  "formula": "C12H19OP",
  "method": "ωB97M-V/def2-TZVPD",
  "molar_mass_g_mol": 210.3,
  "max_force_ev_per_a": 5.5,
  "de_lowest_kcal_mol": 95.9,
  "homo_ev": -8.0863,
  "e_tot_ha": -885.04140,
  "elements": ["C", "H", "C", "H", "H", "H", "C", "H", "H", "O", "H", "C", "C", "H", "C", "C", "H", "C", "H", "H", "C", "C", "P", "H", "H", "C", "C", "H", "H", "H", "H", "H", "H"],
  "positions_angstrom": [[0.247935, 2.147709, -0.198723], [-2.148947, -1.819063, 1.258766], [-2.413283, 0.900560, -0.070633], [-1.120229, -3.259867, 1.014930], [-1.012070, 3.900673, -0.038738], [-3.986681, -0.324478, -1.397160], [-2.194804, 2.169967, 0.012746], [1.059489, 2.876594, -0.273921], [2.012298, -0.496312, 0.813836], [-5.111554, 0.868463, 0.160540], [2.667805, -0.510409, -1.450256], [0.521770, 0.729965, -0.036041], [2.565472, 1.494872, 1.325566], [3.113143, 0.865667, 2.028433], [-0.352127, -1.664454, -0.068002], [-0.893572, -2.212620, -1.373824], [1.723271, 2.122919, 1.786270], [-0.367818, -0.252499, -0.015634], [-1.911725, -1.951942, -1.534852], [-0.880535, -3.275009, -1.528084], [1.941206, 0.463313, 0.390082], [-1.079034, -2.158178, 1.182778], [-3.889700, -0.253953, 0.133329], [-0.609921, -1.818387, 2.131175], [-0.368773, -1.791895, -2.193597], [2.832442, 0.441679, -0.870923], [-0.870166, 2.819310, -0.034515], [-5.703588, 0.952561, 0.928382], [0.733266, -2.127359, -0.050601], [3.871325, 0.478994, -0.686202], [3.260046, 2.218186, 0.911859], [2.469354, 1.225813, -1.565409], [-3.009384, 2.891930, 0.244930]],
  "forces_ev_per_a": [[1.04, 1.33, 0.45], [1.08, -0.20, -0.41], [1.54, -4.87, 0.36], [0.04, 0.50, 1.03], [0.92, -0.18, -0.10], [0.19, -0.43, 1.83], [0.16, 2.42, 1.07], [0.54, -0.87, -0.10], [-0.09, -1.16, 0.83], [-0.65, 0.39, 0.38], [0.05, 0.70, 0.50], [-0.03, 0.13, 0.89], [-1.78, 0.43, 1.38], [-0.01, 0.66, 0.56], [1.25, -2.53, 0.85], [-0.47, 0.05, -0.04], [1.41, -1.04, 0.04], [-2.54, 4.70, -1.32], [-1.09, 0.52, 0.08], [0.41, -0.74, 0.55], [1.55, 1.04, -2.36], [-1.01, -1.19, 0.00], [0.69, 1.76, -2.50], [0.02, -0.59, -0.69], [0.68, 0.52, -0.79], [-2.07, -1.32, -1.64], [-2.99, -0.33, -0.66], [0.71, -0.44, -0.29], [-1.57, 1.29, 0.30], [1.15, 0.41, 0.34], [0.03, -0.13, -0.54], [0.66, -0.09, 0.40], [0.19, -0.74, -0.38]]
}

Entry 6:
{
  "formula": "C12H20AlO3",
  "method": "ωB97M-V/def2-TZVPD",
  "molar_mass_g_mol": 239.3,
  "max_force_ev_per_a": 1.9,
  "homo_ev": -4.3979,
  "total_charge": -1,
  "e_tot_ha": -937.39377,
  "elements": ["H", "H", "C", "O", "H", "H", "C", "H", "H", "H", "C", "C", "C", "H", "H", "H", "C", "H", "H", "H", "C", "H", "H", "H", "H", "O", "O", "H", "C", "Al", "C", "C", "H", "H", "C", "C"],
  "positions_angstrom": [[2.066535, -2.919800, 3.883208], [-2.866937, 1.034343, -2.847009], [5.090371, -2.355513, 2.313149], [6.285549, -2.449028, 2.509658], [5.293331, -1.568006, 0.281889], [-0.294819, 3.387780, -1.592126], [3.250190, -1.742822, 0.812908], [-0.869368, -0.683809, -2.202168], [-0.681547, 1.624913, 0.858297], [-1.877233, -0.216823, 0.676530], [-1.379039, 0.003980, -1.491563], [2.799241, -2.640930, 3.136727], [-2.823636, 0.317852, -2.004518], [2.843813, -1.372304, -0.120003], [-1.415633, 2.646396, -2.734342], [-3.223966, -0.652422, -2.400855], [0.133253, 1.419352, 0.145027], [-0.554380, -1.258495, 0.068902], [-2.331732, -1.596261, -0.328330], [-1.892973, 2.941633, -0.986890], [-1.098896, 2.620311, -1.679045], [0.419627, 1.127190, -1.983660], [0.696696, 0.512361, 0.417045], [4.515830, -3.114996, 4.284018], [-4.109576, 3.071684, -2.418988], [-3.623849, 0.668123, -0.901716], [1.078305, -2.039515, 1.654253], [-6.191030, 1.885557, -1.202658], [4.109757, -2.745151, 3.351097], [-4.627822, 2.211397, -1.157689], [4.560746, -1.847341, 1.028211], [-1.550621, -0.833180, -0.171420], [-4.366144, 3.145357, 0.144931], [0.815580, 2.291575, 0.107965], [2.269341, -2.132798, 1.850851], [-0.448964, 1.259388, -1.301687]],
  "forces_ev_per_a": [[-0.04, 0.02, -0.03], [0.20, -0.10, 0.36], [0.20, 0.01, 0.00], [-0.05, -0.01, 0.00], [0.03, -0.01, 0.03], [-0.41, -0.32, -0.05], [0.27, 0.04, -0.12], [-0.35, 0.41, 0.11], [0.43, -0.16, -0.18], [0.04, -0.16, -0.40], [-0.41, -0.15, 0.48], [0.22, -0.07, 0.18], [0.02, -1.30, 0.62], [-0.06, 0.01, 0.03], [-0.23, 0.00, 0.57], [0.32, 0.38, -0.07], [-0.02, 0.07, -1.05], [-0.83, -0.15, 0.02], [0.51, 0.10, 0.07], [0.06, -0.37, -0.45], [1.06, 0.15, -0.09], [-0.35, 0.07, 0.32], [-0.21, 0.41, 0.23], [0.05, 0.01, -0.02], [0.01, -0.13, -0.34], [-0.35, 1.50, -1.13], [0.14, -0.09, 0.11], [-0.34, -0.19, -0.18], [-0.23, -0.03, 0.07], [0.46, -0.43, 0.84], [-0.18, 0.04, -0.12], [0.59, 0.35, -0.59], [0.06, 0.07, 0.19], [-0.23, -0.43, 0.27], [-0.27, 0.06, -0.07], [-0.12, 0.37, 0.37]]
}